Version 1
Computed, not measured: a 2-piece molecular cluster, C18H24ClN3O2 overall, with wB97M-V/def2-TZVPD.

## Properties
HOMO	-7.73	eV
M	349.862	g mol⁻¹
Kohn-Sham gap	8.3878	eV

Each line ends with the natural charge from an NBO analysis.
Geometry (Å):
1 O 3.06 -3.89 0.75  -0.76
2 C 3.96 -3.27 -0.17  -0.04
3 C 3.57 -1.79 -0.59  -0.42
4 H 3.66 -1.30 0.42  0.23
5 H 4.64 -1.36 -1.05  0.21
6 C 2.42 -1.90 -1.21  -0.47
7 H 1.63 -2.41 -0.49  0.27
8 H 2.49 -2.34 -2.23  0.21
9 C 2.08 -0.34 -1.75  -0.01
10 N 0.95 -0.35 -2.66  -0.45
11 C -0.21 -1.33 -2.81  -0.32
12 C -1.09 -0.96 -1.71  0.57
13 N -0.92 -0.99 -0.12  -0.57
14 C -2.30 -0.63 0.14  0.37
15 N -2.97 -0.17 -0.76  -0.21
16 O -2.38 -0.65 -1.87  -0.31
17 C -2.46 -0.49 1.83  -0.42
18 C -1.35 0.29 2.26  -0.04
19 C -0.37 -0.08 2.80  -0.22
20 C 0.72 0.45 3.29  -0.18
21 C 0.87 1.98 3.08  -0.21
22 C -0.31 2.34 2.35  -0.15
23 C -1.40 1.71 1.90  -0.14
24 Cl -2.68 2.36 1.10  0.10
25 H -0.22 3.80 2.07  0.16
26 H 1.55 2.59 3.47  0.21
27 H 1.68 0.08 3.99  0.24
28 H -0.36 -1.21 2.88  0.21
29 H -3.44 -0.13 1.83  0.24
30 H -2.51 -1.49 2.20  0.23
31 H -0.71 -1.22 -3.68  0.23
32 H 0.32 -2.21 -2.45  0.26
33 C 0.56 0.98 -3.13  -0.21
34 C 0.30 1.89 -1.85  -0.36
35 C 1.39 1.89 -0.87  -0.44
36 C 1.53 0.49 -0.63  -0.42
37 H 0.89 0.22 0.03  0.25
38 H 2.37 0.29 0.25  0.17
39 H 1.04 2.49 -0.09  0.23
40 H 2.21 2.23 -1.50  0.19
41 H -0.07 2.81 -2.20  0.21
42 H -0.76 1.28 -1.55  0.17
43 H -0.12 0.84 -3.84  0.19
44 H 1.58 1.34 -3.48  0.16
45 H 2.97 0.05 -2.30  0.21
46 H 5.01 -3.30 0.29  0.15
47 H 4.00 -3.96 -1.01  0.15
48 H 3.30 -4.73 1.10  0.48

Version 2
Computed, not measured: one molecule with the formula C18H24ClN3O2, with wB97M-V/def2-TZVPD.

## Properties
HOMO	-8.91	eV
M	349.862	g mol⁻¹
Kohn-Sham gap	9.6920	eV

Each line ends with the natural charge from an NBO analysis.
Geometry (Å):
1 O 3.05 -3.61 -1.34  -0.72
2 C 1.89 -4.05 -0.68  -0.05
3 C 0.64 -3.26 -1.07  -0.45
4 H 0.45 -3.43 -2.14  0.20
5 H -0.21 -3.65 -0.51  0.23
6 C 0.80 -1.76 -0.81  -0.42
7 H 0.50 -1.19 -1.69  0.21
8 H 1.86 -1.54 -0.64  0.23
9 C 0.02 -1.25 0.41  -0.05
10 N -1.40 -1.61 0.35  -0.45
11 C -2.05 -1.31 -0.92  -0.27
12 C -1.87 0.09 -1.39  0.52
13 N -1.87 1.19 -0.69  -0.53
14 C -1.60 2.16 -1.62  0.33
15 N -1.46 1.68 -2.82  -0.15
16 O -1.63 0.33 -2.69  -0.28
17 C -1.43 3.58 -1.26  -0.47
18 C -0.04 3.76 -0.70  -0.06
19 C 0.29 3.14 0.50  -0.14
20 C 1.56 3.24 1.03  -0.23
21 C 2.53 3.97 0.37  -0.20
22 C 2.22 4.60 -0.82  -0.22
23 C 0.95 4.49 -1.35  -0.02
24 Cl 0.61 5.29 -2.85  0.01
25 H 2.97 5.18 -1.35  0.23
26 H 3.53 4.06 0.78  0.22
27 H 1.80 2.74 1.96  0.22
28 H -0.47 2.56 1.01  0.22
29 H -1.57 4.20 -2.14  0.26
30 H -2.17 3.84 -0.50  0.24
31 H -1.67 -1.98 -1.69  0.23
32 H -3.12 -1.51 -0.80  0.23
33 C -2.13 -1.04 1.47  -0.22
34 C -1.61 -1.59 2.79  -0.40
35 C -0.13 -1.26 2.92  -0.40
36 C 0.60 -1.82 1.71  -0.40
37 H 0.49 -2.90 1.70  0.20
38 H 1.66 -1.58 1.75  0.21
39 H 0.28 -1.69 3.84  0.21
40 H 0.01 -0.18 2.97  0.19
41 H -2.18 -1.16 3.62  0.21
42 H -1.74 -2.67 2.80  0.20
43 H -3.19 -1.31 1.36  0.20
44 H -2.06 0.06 1.47  0.19
45 H 0.13 -0.15 0.44  0.18
46 H 1.72 -5.12 -0.89  0.16
47 H 2.11 -3.94 0.38  0.18
48 H 2.90 -3.63 -2.29  0.46

Last place for stability: version 1

Version 1
Computed, not measured: an isolated ion of composition C4H4NO3S and charge -1, with wB97M-V/def2-TZVPD.

## Properties
HOMO	-2.45	eV
M	146.147	g mol⁻¹
total charge	-1
Kohn-Sham gap	5.9202	eV

Each line ends with the natural charge from an NBO analysis.
Geometry (Å):
1 C 1.47 3.92 1.61  0.88
2 C -0.50 3.00 0.40  0.91
3 C 0.06 0.64 0.40  -0.30
4 C -0.66 -0.53 -0.27  -0.66
5 N 0.71 3.14 1.14  -0.59
6 O 2.31 4.54 2.13  -0.56
7 O -1.19 3.98 0.19  -0.65
8 O -0.75 1.81 0.01  -0.50
9 S 1.72 0.78 -0.31  -0.17
10 H -0.10 -1.44 -0.04  0.20
11 H -0.75 -0.45 -1.36  0.15
12 H -1.66 -0.61 0.15  0.19
13 H 2.36 1.01 0.85  0.10

Version 2
Computed, not measured: an isolated ion of composition C4H4NO3S and charge -1, with wB97M-V/def2-TZVPD.

## Properties
HOMO	-4.28	eV
M	146.147	g mol⁻¹
total charge	-1
Kohn-Sham gap	7.4054	eV

Each line ends with the natural charge from an NBO analysis.
Geometry (Å):
1 C 0.87 1.27 0.31  -0.03
2 C 1.26 0.65 -0.92  -0.64
3 C -1.27 -0.84 0.64  0.22
4 C -1.72 -2.23 0.87  -0.76
5 N 0.34 0.65 1.33  -0.21
6 O 1.93 1.48 -3.40  -0.93
7 O 1.20 3.25 -1.83  -0.96
8 O -0.15 -0.64 1.26  -0.35
9 S 1.73 1.88 -1.99  1.81
10 H 1.27 2.37 0.59  0.21
11 H -0.92 -2.88 1.26  0.19
12 H -2.28 -2.21 1.74  0.23
13 H -2.27 -2.77 0.14  0.22

Last place for stability: version 2

Version 1
Computed, not measured: a 2-piece molecular cluster, C8H8N4O4 overall, with wB97M-V/def2-TZVPD.

## Properties
HOMO	-9.48	eV
M	224.176	g mol⁻¹
Kohn-Sham gap	9.5671	eV

Each line ends with the natural charge from an NBO analysis.
Geometry (Å):
1 C -2.08 1.27 -0.60  0.64
2 C -2.33 1.34 0.84  -0.40
3 C -2.90 0.29 1.44  0.07
4 C -3.06 -1.03 -0.59  0.78
5 C 3.05 1.19 -0.15  0.62
6 C 1.68 0.77 -0.23  -0.41
7 C 1.25 -0.51 -0.10  0.09
8 C 3.64 -1.14 -0.10  0.78
9 H -2.31 -0.01 -2.18  0.44
10 H -2.06 2.24 1.36  0.25
11 H -3.16 0.28 2.51  0.22
12 H -3.70 -1.63 1.25  0.43
13 H 4.85 0.30 -0.06  0.42
14 H 0.95 1.73 0.05  0.27
15 H 0.31 -0.93 0.05  0.22
16 H 2.28 -2.51 -0.02  0.44
17 N -2.47 0.06 -1.18  -0.64
18 N -3.23 -0.86 0.77  -0.61
19 N 3.92 0.17 0.18  -0.62
20 N 2.21 -1.49 -0.14  -0.63
21 O -1.56 2.15 -1.26  -0.57
22 O -3.39 -2.03 -1.18  -0.60
23 O 3.59 2.30 -0.39  -0.58
24 O 4.52 -1.99 -0.26  -0.61

Version 2
Computed, not measured: a 2-piece molecular cluster, C8H8N4O4 overall, with wB97M-V/def2-TZVPD.

## Properties
HOMO	-8.93	eV
M	224.176	g mol⁻¹
Kohn-Sham gap	8.6630	eV

Each line ends with the natural charge from an NBO analysis.
Geometry (Å):
1 C 2.31 0.28 0.00  0.68
2 C 1.62 1.53 0.26  -0.42
3 C 0.45 1.58 0.82  0.04
4 C 0.31 -0.94 1.18  0.81
5 C -1.80 1.05 -0.36  0.61
6 C -2.64 -0.09 -0.17  -0.44
7 C -2.11 -1.37 -0.29  0.14
8 C 0.01 -0.47 -1.04  0.81
9 H 1.88 -1.83 0.18  0.44
10 H 1.92 2.54 -0.25  0.26
11 H -0.17 2.47 0.88  0.28
12 H -1.18 0.51 1.59  0.43
13 H 0.14 1.61 -0.62  0.47
14 H -3.57 -0.07 0.28  0.24
15 H -2.77 -2.25 -0.15  0.23
16 H -0.46 -2.46 -0.70  0.43
17 N 1.59 -0.85 0.58  -0.67
18 N -0.10 0.42 1.43  -0.66
19 N -0.51 0.80 -0.74  -0.68
20 N -0.83 -1.56 -0.66  -0.58
21 O 3.43 0.11 -0.41  -0.53
22 O -0.48 -1.88 1.24  -0.64
23 O -2.18 2.19 -0.17  -0.63
24 O 1.03 -0.64 -1.65  -0.61

Last place for stability: version 2

Version 1
Computed, not measured: a 2-piece molecular cluster, C8H8N4O4 overall, with wB97M-V/def2-TZVPD.

## Properties
HOMO	-9.41	eV
M	224.176	g mol⁻¹
Kohn-Sham gap	9.8537	eV

Each line ends with the natural charge from an NBO analysis.
Geometry (Å):
1 C 1.89 -0.84 0.06  0.66
2 C 3.25 -1.37 0.04  -0.39
3 C 4.30 -0.53 0.03  0.08
4 C 2.87 1.44 -0.02  0.79
5 C -4.35 0.57 0.02  0.64
6 C -4.16 -0.88 -0.05  -0.39
7 C -2.91 -1.37 -0.07  0.08
8 C -1.86 0.77 -0.02  0.80
9 H 0.88 0.95 0.02  0.47
10 H 3.35 -2.44 0.13  0.24
11 H 5.33 -0.90 0.03  0.22
12 H 4.91 1.47 -0.03  0.43
13 H -3.25 2.27 0.06  0.43
14 H -5.04 -1.50 -0.12  0.24
15 H -2.74 -2.45 -0.17  0.22
16 H -0.81 -0.95 0.04  0.47
17 N 1.83 0.52 0.02  -0.65
18 N 4.12 0.83 -0.07  -0.60
19 N -3.15 1.26 -0.03  -0.63
20 N -1.78 -0.60 -0.03  -0.62
21 O 0.89 -1.56 0.05  -0.65
22 O 2.72 2.63 0.00  -0.58
23 O -5.41 1.15 0.12  -0.59
24 O -0.89 1.52 -0.01  -0.66

Version 2
Computed, not measured: a 2-piece molecular cluster, C8H8N4O4 overall, with wB97M-V/def2-TZVPD.

## Properties
HOMO	-9.71	eV
M	224.176	g mol⁻¹
Kohn-Sham gap	10.1937	eV

Each line ends with the natural charge from an NBO analysis.
Geometry (Å):
1 C 0.77 -0.26 -3.66  0.65
2 C 0.12 0.45 -4.78  -0.37
3 C -0.35 1.64 -4.56  0.06
4 C 0.31 1.71 -2.19  0.78
5 C 0.48 -1.94 2.55  0.65
6 C 0.51 -2.10 3.97  -0.38
7 C -0.22 -1.37 4.78  0.08
8 C -1.06 0.06 2.99  0.78
9 H 1.24 -0.10 -1.66  0.43
10 H 0.07 -0.08 -5.71  0.25
11 H -0.93 2.10 -5.31  0.22
12 H -0.81 3.12 -3.07  0.44
13 H 0.05 -0.43 1.26  0.43
14 H 1.10 -2.88 4.38  0.24
15 H -0.15 -1.44 5.82  0.21
16 H -1.36 0.43 4.93  0.43
17 N 0.95 0.48 -2.47  -0.65
18 N -0.29 2.26 -3.31  -0.62
19 N -0.15 -0.68 2.21  -0.66
20 N -1.08 -0.30 4.30  -0.61
21 O 1.25 -1.36 -3.78  -0.56
22 O 0.20 2.25 -1.07  -0.62
23 O 1.12 -2.57 1.75  -0.55
24 O -1.76 1.00 2.63  -0.60

Last place for stability: version 2